This record from the OMol25 dataset describes a molecular structure, C19H20N2O4S. The level of theory is ωB97M-V with the def2-TZVPD basis set.

Properties
Multiplicity: 1
Highest occupied orbital energy in eV: -7.5
E_LUMO in eV: -1.291
ΔE to the lowest compared entry with this formula, charge and spin in eV: 16.2747
Frontier orbital gap in eV: 6.23

XYZ file:
```
46
C19H20N2O4S (ωB97M-V with the def2-TZVPD basis set)
C -7.81 -0.33 -0.12
C -6.59 0.67 -0.41
H -6.65 1.25 -1.42
H -6.71 1.43 0.33
O -5.47 -0.19 -0.47
C -4.47 0.61 -0.65
O -4.55 1.72 -0.90
N -3.30 -0.02 -0.79
C -2.06 0.62 -1.01
H -2.16 1.55 -1.31
H -1.52 0.21 -1.64
C -1.29 0.76 0.28
N -1.05 -0.83 0.84
C 0.06 -1.35 0.96
O -0.02 -2.66 0.98
C 1.26 -0.79 0.83
C 1.89 0.18 1.38
C 3.14 0.55 1.03
C 3.76 -0.19 -0.04
C 4.98 -0.17 -0.35
C 5.47 -1.01 -1.59
C 6.72 -0.80 -1.72
C 7.66 0.11 -1.17
C 7.12 0.84 -0.03
C 5.85 0.88 -0.07
O 5.52 1.51 1.20
C 4.06 1.56 1.37
H 3.95 2.12 2.41
H 3.71 2.61 0.91
H 7.86 1.45 0.38
H 8.72 0.19 -1.57
H 7.19 -1.54 -2.80
H 4.88 -1.67 -1.96
S 2.46 -1.64 -0.37
H 1.28 0.86 2.06
C -2.31 -1.07 1.25
H -2.14 -2.27 1.44
C -3.17 -1.34 0.19
H -4.18 -1.71 0.13
H -2.77 -1.89 -0.70
H -2.81 -0.75 2.11
H -0.34 1.15 0.40
H -1.79 1.28 1.13
H -7.82 -0.94 0.80
H -8.92 0.24 -0.34
H -7.66 -1.17 -0.98
```

Atom charges from the natural (NBO) analysis, given in e for atoms 1 to 8: atom 1 (C): -0.639, atom 2 (C): -0.097, atom 3 (H): 0.206, atom 4 (H): 0.194, atom 5 (O): -0.503, atom 6 (C): 0.866, atom 7 (O): -0.635, atom 8 (N): -0.449


This record from the OMol25 dataset describes a molecular structure, C19H20N8RuS3Sb. The level of theory is ωB97M-V with the def2-TZVPD basis set.

Properties
Multiplicity: 1
Highest occupied orbital energy in eV: -10.1
E_LUMO in eV: -2.826
ΔE to the lowest compared entry with this formula, charge and spin in eV: 1.0096
Charge: +1
Frontier orbital gap in eV: 7.23

XYZ file:
```
52
C19H20N8RuS3Sb (ωB97M-V with the def2-TZVPD basis set)
Ru -0.19 -0.49 -0.36
S -2.51 -3.68 -0.34
Sb -2.05 -3.29 -2.48
S -0.51 -1.13 -2.65
S 0.39 -3.04 -2.45
N -1.66 2.05 -1.63
C -0.33 2.29 -1.38
C 0.23 3.45 -1.93
C 1.53 3.78 -1.65
C 2.26 2.95 -0.79
C 1.67 1.82 -0.32
N 0.39 1.45 -0.63
C -2.59 1.21 -1.02
C -3.94 1.50 -1.21
C -4.89 0.71 -0.60
C -4.47 -0.33 0.21
C -3.12 -0.56 0.35
N -2.18 0.18 -0.27
H -2.09 2.74 -2.23
H -0.38 4.08 -2.56
H 1.97 4.68 -2.07
H 3.28 3.18 -0.51
H 2.19 1.15 0.34
H -4.23 2.34 -1.83
H -5.94 0.92 -0.74
H -5.17 -0.98 0.72
H -2.75 -1.37 0.95
N -0.39 1.57 2.44
C -0.41 0.25 2.76
C -0.63 -0.16 4.08
C -0.71 -1.50 4.36
C -0.58 -2.44 3.33
C -0.35 -1.96 2.07
N -0.25 -0.64 1.77
H -0.38 2.26 3.16
H -0.15 1.85 1.50
H -0.75 0.58 4.86
H -0.89 -1.83 5.38
H -0.66 -3.50 3.50
H -0.25 -2.64 1.23
N 4.53 -1.18 -2.95
C 3.86 -1.35 -1.78
C 2.53 -0.91 -1.63
N 1.87 -1.08 -0.50
C 2.53 -1.65 0.53
C 3.84 -2.06 0.37
N 4.51 -1.92 -0.77
H 4.02 -0.98 -3.79
H 5.42 -1.64 -3.03
H 2.01 -0.44 -2.45
H 2.01 -1.77 1.46
H 4.36 -2.52 1.20
```

Atom charges from the natural (NBO) analysis, given in e for atoms 1 to 8: atom 1 (Ru): 0.579, atom 2 (S): -0.825, atom 3 (Sb): 1.024, atom 4 (S): -0.318, atom 5 (S): -0.386, atom 6 (N): -0.567, atom 7 (C): 0.409, atom 8 (C): -0.266


This record from the OMol25 dataset describes 11 unconnected molecules or ions with the total composition C19H21BCl41O6P2S2. The level of theory is ωB97M-V with the def2-TZVPD basis set.

Properties
Multiplicity: 1
Highest occupied orbital energy in eV: -4.6
E_LUMO in eV: 1.336
ΔE to the lowest compared entry with this formula, charge and spin in eV: 0.0000
Charge: -1
Frontier orbital gap in eV: 5.92

XYZ file:
```
92
C19H21BCl41O6P2S2 (ωB97M-V with the def2-TZVPD basis set)
C -3.62 -0.25 -0.90
C -3.07 -0.50 -2.30
O -1.70 -0.23 -2.43
B -0.72 -0.98 -1.65
P -1.25 -2.93 -1.58
O 0.20 -3.72 -1.83
Cl -1.55 -3.30 0.43
O -0.36 -0.32 -0.37
C 0.74 0.49 -0.62
S 1.63 0.80 0.96
C 0.36 1.83 -1.27
C -0.83 2.49 -0.59
C 1.54 -0.36 -1.65
O 2.37 0.51 -2.40
C 3.17 -0.08 -3.40
C 3.37 0.90 -4.53
C 4.55 0.48 -5.41
O 2.15 0.96 -5.26
P 2.70 -1.57 -0.76
S 2.11 -2.66 0.74
O 0.58 -0.94 -2.42
H -4.70 -0.43 -0.91
H -3.47 0.79 -0.60
H -3.19 -0.92 -0.15
H -3.31 -1.53 -2.61
H -3.59 0.15 -3.01
H 0.24 -3.89 -2.79
H 1.87 2.10 0.76
H 1.23 2.50 -1.28
H 0.10 1.62 -2.31
H -0.53 3.14 0.24
H -1.52 1.73 -0.23
H -1.36 3.11 -1.32
H 4.16 -0.35 -3.00
H 2.69 -0.98 -3.81
H 3.58 1.88 -4.08
H 4.87 -0.54 -5.19
H 4.26 0.48 -6.47
H 5.41 1.14 -5.28
H 2.29 1.53 -6.04
H 3.28 -2.32 -1.80
H 3.75 -0.70 -0.41
C 1.04 1.67 4.73
Cl 0.70 3.16 3.85
Cl -0.07 0.41 4.23
Cl 2.70 1.15 4.39
Cl 0.86 1.95 6.47
C -2.32 -7.67 -1.59
Cl -0.74 -8.26 -1.07
Cl -2.78 -8.50 -3.09
Cl -3.52 -8.05 -0.34
Cl -2.26 -5.93 -1.85
C -4.44 4.50 -2.71
Cl -4.10 2.83 -2.30
Cl -2.94 5.43 -2.79
Cl -5.23 4.55 -4.30
Cl -5.51 5.22 -1.49
C -8.82 7.98 -3.24
Cl -10.07 8.49 -4.38
Cl -7.66 9.29 -3.03
Cl -9.56 7.59 -1.68
Cl -7.99 6.55 -3.86
C -6.63 -9.66 1.93
Cl -7.48 -8.77 0.66
Cl -5.19 -8.76 2.40
Cl -7.69 -9.85 3.33
Cl -6.16 -11.25 1.33
C -1.19 0.29 9.83
Cl -1.22 -0.32 8.18
Cl -0.91 -1.05 10.95
Cl 0.10 1.48 10.00
Cl -2.74 1.05 10.21
C 4.08 5.65 6.51
Cl 3.35 6.91 7.51
Cl 3.05 4.23 6.50
Cl 4.27 6.25 4.86
Cl 5.67 5.23 7.17
C 5.87 -1.33 5.25
Cl 5.67 0.02 4.13
Cl 4.94 -2.71 4.66
Cl 7.58 -1.76 5.35
Cl 5.29 -0.86 6.85
C 11.76 -2.72 4.81
Cl 13.10 -3.75 5.32
Cl 11.04 -3.37 3.34
Cl 10.54 -2.67 6.09
Cl 12.36 -1.09 4.50
C -5.04 1.46 -8.01
Cl -5.16 2.68 -6.74
Cl -3.79 0.30 -7.58
Cl -6.59 0.62 -8.17
Cl -4.64 2.24 -9.54
```

Atom charges from the Löwdin analysis, given in e for atoms 1 to 8: atom 1 (C): -0.091, atom 2 (C): -0.331, atom 3 (O): -0.032, atom 4 (B): -1.040, atom 5 (P): 0.579, atom 6 (O): -0.445, atom 7 (Cl): 0.183, atom 8 (O): -0.049


This record from the OMol25 dataset describes a molecular structure, C19H21EuIN2O3S. The level of theory is ωB97M-V with the def2-TZVPD basis set.

Properties
Multiplicity: 8
Highest occupied orbital energy (alpha / beta) in eV: -6.1 / -8.0
E_LUMO (alpha / beta) in eV: -0.941 / -0.854
ΔE to the lowest compared entry with this formula, charge and spin in eV: 1.1946
Frontier orbital gap (alpha / beta) in eV: 5.14 / 7.16
<S²>: 15.774

XYZ file:
```
48
C19H21EuIN2O3S (ωB97M-V with the def2-TZVPD basis set)
C 1.33 -4.12 3.43
C 1.16 -5.23 2.39
H 2.38 -4.00 3.71
H 0.76 -4.34 4.34
H 0.98 -3.15 3.04
H 1.58 -4.93 1.42
H 1.66 -6.15 2.70
H 0.10 -5.46 2.23
C 3.09 2.28 0.20
C 3.92 3.37 -0.02
C 4.35 3.63 -1.32
C 3.95 2.78 -2.35
H 2.71 2.02 1.19
H 4.21 4.01 0.81
H 5.00 4.48 -1.54
H 4.28 2.96 -3.36
N 2.70 1.45 -0.78
C 3.12 1.69 -2.05
C 2.64 0.74 -3.07
N 1.84 -0.26 -2.62
C 1.37 -1.17 -3.50
C 2.48 -0.09 -5.33
C 1.66 -1.12 -4.85
H 0.73 -1.94 -3.09
H 1.26 -1.87 -5.52
C 2.97 0.84 -4.42
H 3.61 1.64 -4.77
H 2.74 -0.02 -6.38
Eu 1.44 -0.26 -0.59
I 1.03 -0.13 1.96
C -6.04 1.73 3.48
C -4.97 1.25 2.54
C -5.16 1.36 1.16
C -4.18 0.90 0.27
C -3.00 0.31 0.76
C -2.81 0.21 2.15
C -3.79 0.68 3.03
S -1.80 -0.38 -0.38
O -1.14 -1.64 0.19
O -2.64 -1.09 -1.46
O -0.60 0.39 -1.35
H -6.22 2.81 3.32
H -6.98 1.17 3.28
H -5.76 1.56 4.54
H -6.07 1.80 0.76
H -4.35 0.97 -0.79
H -1.92 -0.26 2.54
H -3.63 0.57 4.10
```

Atom charges from the Löwdin analysis, given in e for atoms 1 to 8: atom 1 (C): -0.178, atom 2 (C): -0.175, atom 3 (H): 0.061, atom 4 (H): 0.062, atom 5 (H): 0.000, atom 6 (H): 0.055, atom 7 (H): 0.057, atom 8 (H): 0.063


This record from the OMol25 dataset describes a molecular structure, C19H21F11NO3RhSbSe3. The level of theory is ωB97M-V with the def2-TZVPD basis set.

Properties
Multiplicity: 6
Highest occupied orbital energy (alpha / beta) in eV: -7.1 / -8.6
E_LUMO (alpha / beta) in eV: -0.389 / -3.144
ΔE to the lowest compared entry with this formula, charge and spin in eV: 0.1882
Frontier orbital gap (alpha / beta) in eV: 6.68 / 5.50
<S²>: 8.785

XYZ file:
```
60
C19H21F11NO3RhSbSe3 (ωB97M-V with the def2-TZVPD basis set)
Rh -0.27 -0.01 -0.10
O 0.63 -1.80 3.59
C -0.06 -2.96 3.60
C -0.69 -3.38 2.19
C -1.14 -4.82 2.16
O -1.38 -5.18 0.78
C 0.35 -3.24 1.09
Se 1.35 -1.64 0.69
C -1.93 -2.47 1.88
Se -1.51 -0.50 1.86
H 0.35 -1.25 4.36
H -0.93 -2.94 4.29
H 0.60 -3.86 3.81
H -2.00 -4.99 2.81
H -0.34 -5.46 2.62
H -1.89 -6.01 0.68
H -0.03 -3.49 0.07
H 1.14 -3.88 1.50
H -2.74 -2.59 2.59
H -2.34 -2.76 0.88
O -1.52 2.04 -0.01
C -1.44 2.69 -1.32
C -2.74 2.29 -2.02
C -3.14 0.81 -1.97
C -2.08 -0.03 -2.68
C -2.40 -0.55 -3.92
C -1.46 -1.20 -4.70
C -0.19 -1.35 -4.19
C 0.10 -0.76 -2.97
N -0.81 -0.16 -2.20
H -1.30 2.62 0.71
H -0.56 2.39 -1.89
H -1.34 3.78 -1.11
H -2.62 2.56 -3.10
H -3.52 2.92 -1.61
H -4.17 0.57 -2.45
H -3.20 0.48 -0.93
H -3.41 -0.41 -4.25
H -1.80 -1.56 -5.60
H 0.57 -1.94 -4.75
H 1.10 -0.65 -2.57
F -0.67 2.01 3.10
Sb 0.36 2.08 4.74
F 0.82 3.95 4.47
F 1.89 1.62 3.69
F 1.42 2.03 6.38
F 0.04 0.19 5.14
F -1.25 2.46 5.65
F 5.58 4.03 -3.60
C 4.76 3.42 -2.70
C 3.57 2.91 -3.13
F 3.18 3.13 -4.41
C 2.73 2.31 -2.20
F 1.52 1.89 -2.71
C 3.01 2.22 -0.82
Se 1.88 1.47 0.52
C 4.23 2.76 -0.47
F 4.53 2.75 0.83
C 5.06 3.40 -1.37
F 6.12 4.08 -0.93
```

Atom charges from the natural (NBO) analysis, given in e for atoms 1 to 8: atom 1 (Rh): 0.547, atom 2 (O): -0.733, atom 3 (C): -0.039, atom 4 (C): -0.121, atom 5 (C): -0.062, atom 6 (O): -0.743, atom 7 (C): -0.619, atom 8 (Se): 0.151


This record from the OMol25 dataset describes 2 unconnected molecules or ions with the total composition C19H21N2O2. The level of theory is ωB97M-V with the def2-TZVPD basis set.

Properties
Multiplicity: 1
Highest occupied orbital energy in eV: -0.9
E_LUMO in eV: 0.700
Charge: -1
Frontier orbital gap in eV: 1.60

XYZ file:
```
44
C19H21N2O2 (ωB97M-V with the def2-TZVPD basis set)
C -0.33 1.77 2.04
C -1.85 1.97 1.75
C -2.29 3.45 1.68
N -3.53 3.76 2.33
N -4.52 2.98 1.64
C -5.77 2.98 2.36
C -6.49 1.61 2.26
H -0.18 1.18 2.94
H 0.14 1.25 1.20
H 0.13 2.74 2.19
H -2.07 1.51 0.79
H -2.43 1.47 2.52
H -2.36 3.71 0.59
H -1.51 4.09 2.11
H -4.67 3.34 0.69
H -5.53 3.19 3.40
H -6.46 3.76 2.02
H -6.58 1.14 3.24
H -5.90 0.97 1.62
H -7.50 1.70 1.85
C 6.20 -2.59 -3.31
C 6.58 -2.63 -1.97
C 5.63 -2.48 -0.98
C 4.30 -2.28 -1.31
C 3.92 -2.23 -2.66
C 4.87 -2.39 -3.65
C 2.50 -1.99 -3.04
O 2.17 -1.96 -4.22
C 1.51 -1.79 -1.96
C 0.19 -1.52 -2.29
C -0.76 -1.34 -1.30
C -0.39 -1.44 0.04
C 0.93 -1.70 0.38
C 1.88 -1.88 -0.61
C 3.29 -2.14 -0.22
O 3.62 -2.24 0.94
H 6.94 -2.71 -4.09
H 7.62 -2.77 -1.71
H 5.92 -2.51 0.06
H 4.57 -2.36 -4.69
H -0.09 -1.44 -3.33
H -1.78 -1.12 -1.56
H -1.13 -1.29 0.82
H 1.22 -1.77 1.42
```

Atom charges from the natural (NBO) analysis, given in e for atoms 1 to 8: atom 1 (C): -0.619, atom 2 (C): -0.433, atom 3 (C): -0.230, atom 4 (N): -0.659, atom 5 (N): -0.537, atom 6 (C): -0.224, atom 7 (C): -0.625, atom 8 (H): 0.189


This record from the OMol25 dataset describes a single C19H21N3O2S molecule. The level of theory is ωB97M-V with the def2-TZVPD basis set.

Properties
Multiplicity: 1
Highest occupied orbital energy in eV: -8.3
E_LUMO in eV: 0.386
ΔE to the lowest compared entry with this formula, charge and spin in eV: 0.0915
Frontier orbital gap in eV: 8.64
SMILES: CCCCC(=O)NC(=S)Nc1ccccc1C(=O)Nc1ccccc1

XYZ file:
```
46
C19H21N3O2S (ωB97M-V with the def2-TZVPD basis set)
C -0.87 4.73 -5.83
C -0.23 3.36 -5.66
C -0.06 3.01 -4.18
C 0.59 1.64 -4.00
C 0.75 1.30 -2.53
O 0.41 2.01 -1.62
N 1.34 0.07 -2.34
C 1.67 -0.56 -1.15
S 2.46 -2.00 -1.27
N 1.27 0.03 -0.02
C 1.56 -0.40 1.28
C 2.83 -0.84 1.63
C 3.11 -1.21 2.94
C 2.13 -1.12 3.91
C 0.86 -0.70 3.57
C 0.55 -0.36 2.26
C -0.81 0.12 1.90
O -1.00 1.09 1.19
N -1.86 -0.55 2.44
C -1.91 -1.81 3.05
C -1.08 -2.85 2.65
C -1.16 -4.09 3.27
C -2.09 -4.30 4.28
C -2.94 -3.28 4.66
C -2.86 -2.04 4.05
H -1.86 4.75 -5.37
H -0.26 5.50 -5.37
H -0.99 4.97 -6.89
H -0.84 2.61 -6.15
H 0.75 3.36 -6.15
H -1.03 3.01 -3.69
H 0.55 3.76 -3.69
H -0.02 0.87 -4.47
H 1.58 1.63 -4.47
H 1.63 -0.46 -3.15
H 0.62 0.82 -0.09
H 3.61 -0.88 0.88
H 4.11 -1.54 3.19
H 2.36 -1.39 4.93
H 0.10 -0.63 4.33
H -2.75 -0.08 2.32
H -0.37 -2.70 1.85
H -0.51 -4.88 2.96
H -2.15 -5.27 4.76
H -3.67 -3.44 5.43
H -3.52 -1.24 4.34
```

Atom charges from the natural (NBO) analysis, given in e for atoms 1 to 8: atom 1 (C): -0.599, atom 2 (C): -0.389, atom 3 (C): -0.388, atom 4 (C): -0.499, atom 5 (C): 0.700, atom 6 (O): -0.580, atom 7 (N): -0.637, atom 8 (C): 0.297


This record from the OMol25 dataset describes a single C19H21N3O2S molecule. The level of theory is ωB97M-V with the def2-TZVPD basis set.

Properties
Multiplicity: 1
Highest occupied orbital energy in eV: -8.1
E_LUMO in eV: 0.317
ΔE to the lowest compared entry with this formula, charge and spin in eV: 2.6783
Frontier orbital gap in eV: 8.46
SMILES: O=C(NC(=S)N1CCN(C/C=C/c2ccccc2)CC1)c1ccco1

XYZ file:
```
46
C19H21N3O2S (ωB97M-V with the def2-TZVPD basis set)
O 4.12 0.72 -0.64
C 4.04 -0.27 -1.34
N 2.86 -0.84 -1.74
C 1.59 -0.28 -1.62
S 0.60 -0.31 -2.94
N 1.22 0.23 -0.44
C -0.01 0.99 -0.36
C 0.02 1.84 0.91
N 0.12 1.04 2.12
C -1.13 0.89 2.87
C -2.26 0.32 2.07
C -3.34 1.02 1.72
C -4.46 0.54 0.92
C -4.40 -0.60 0.13
C -5.49 -1.01 -0.61
C -6.67 -0.29 -0.57
C -6.75 0.85 0.21
C -5.66 1.26 0.94
C 0.82 -0.21 1.90
C 1.88 -0.05 0.82
C 5.22 -0.97 -1.86
C 6.55 -0.70 -1.65
C 7.27 -1.68 -2.37
C 6.33 -2.47 -2.97
O 5.09 -2.05 -2.66
H 2.93 -1.49 -2.52
H -0.87 0.32 -0.35
H -0.09 1.63 -1.24
H 0.88 2.51 0.87
H -0.89 2.45 0.96
H -1.40 1.89 3.24
H -0.91 0.26 3.73
H -2.15 -0.71 1.76
H -3.44 2.03 2.09
H -3.48 -1.17 0.07
H -5.42 -1.90 -1.22
H -7.53 -0.62 -1.14
H -7.67 1.42 0.24
H -5.72 2.16 1.55
H 0.15 -1.03 1.61
H 1.31 -0.50 2.84
H 2.57 0.76 1.08
H 2.45 -0.97 0.72
H 6.95 0.09 -1.05
H 8.33 -1.78 -2.45
H 6.41 -3.32 -3.61
```

Atom charges from the natural (NBO) analysis, given in e for atoms 1 to 8: atom 1 (O): -0.586, atom 2 (C): 0.645, atom 3 (N): -0.651, atom 4 (C): 0.295, atom 5 (S): -0.233, atom 6 (N): -0.392, atom 7 (C): -0.236, atom 8 (C): -0.238


This record from the OMol25 dataset describes a molecular structure, C19H21N3O3. The level of theory is ωB97M-V with the def2-TZVPD basis set.

Properties
Multiplicity: 1
Highest occupied orbital energy in eV: -8.0
E_LUMO in eV: 0.277
ΔE to the lowest compared entry with this formula, charge and spin in eV: 15.7049
Frontier orbital gap in eV: 8.30

XYZ file:
```
46
C19H21N3O3 (ωB97M-V with the def2-TZVPD basis set)
C -0.83 4.41 3.85
H -1.30 4.98 2.92
H -1.59 4.39 4.48
H 0.00 4.89 4.17
O -0.95 3.16 3.47
C 0.15 2.86 2.57
C 0.95 3.76 1.98
C 1.72 3.47 0.68
C 1.90 2.15 0.40
C 1.14 1.07 1.15
C 0.47 1.58 2.06
O -0.45 0.81 2.81
C -0.60 -0.75 2.65
H 0.71 -1.13 2.72
H -0.82 -0.91 1.54
H -1.00 -1.21 3.45
H 1.22 -0.03 1.02
C 2.84 1.58 -0.59
H 3.19 0.56 -0.66
H 3.79 2.25 -0.75
C 1.97 1.68 -2.04
N 0.99 0.90 -1.81
C 0.91 -0.50 -2.06
O 1.91 -1.13 -2.37
C -0.48 -1.00 -1.83
C -1.64 -0.75 -1.08
N -2.59 -1.77 -0.63
C -1.75 -2.80 -1.25
C -2.20 -4.15 -0.91
C -1.41 -5.21 -1.45
C -0.12 -4.76 -2.14
C 0.14 -3.42 -2.13
N -0.55 -2.56 -1.67
H 1.09 -3.18 -2.41
H 0.45 -5.57 -2.33
H -1.56 -6.17 -1.59
H -3.35 -4.30 -0.74
C -1.90 0.57 -0.58
H -1.43 1.18 0.04
H -1.91 1.39 -1.58
H -3.07 0.46 -0.25
H 0.31 1.31 -1.20
H 2.63 1.19 -2.70
H 1.70 2.61 -2.18
H 2.37 4.27 0.19
H 0.75 4.70 1.93
```

Atom charges from the natural (NBO) analysis, given in e for atoms 1 to 8: atom 1 (C): -0.230, atom 2 (H): 0.134, atom 3 (H): 0.195, atom 4 (H): 0.179, atom 5 (O): -0.440, atom 6 (C): 0.254, atom 7 (C): -0.254, atom 8 (C): -0.259


In order of appearance, energy = -42018.1618, -73572.0046, -586674.7515, -67428.2519, -263151.8869, -27117.0914, -39446.2431, -39443.6563, -30643.1246 eV.